1.
{"formula": "C2H2F2O2", "method": "the ωB97M-V functional and the def2-TZVPD basis", "de_lowest_kcal_mol": 95.8, "fmax_ev_per_a": 5.769, "homo_lumo_gap_ev": 10.00, "e_lumo_ha": -0.0039, "homo_energy_ev": -10.10, "spin_multiplicity": 1, "species": ["C", "C", "O", "O", "F", "F", "H", "H"], "xyz": [[-0.3638, 0.3856, 0.4333], [0.2507, -0.3055, 1.3468], [-1.5505, 0.9058, 0.6627], [1.9317, -1.1775, 0.8113], [0.0928, 0.4805, -0.8695], [-0.0871, -0.6240, 2.5831], [-1.5679, 1.8167, 0.3985], [2.1970, -0.6880, 0.0171]], "forces_ev_per_a": [[0.397, -0.224, -1.688], [4.914, -3.018, -0.181], [-0.910, -0.286, 0.024], [-4.136, 1.854, 1.659], [-0.359, 0.000, 1.833], [0.606, 0.497, -1.544], [-0.099, 0.967, -0.225], [-0.412, 0.211, 0.121]], "nbo_charge": [0.474, 0.560, -0.649, -0.758, -0.318, -0.265, 0.496, 0.461]}


2.
{"formula": "C2H2F2O2S", "method": "the ωB97M-V functional and the def2-TZVPD basis", "de_lowest_kcal_mol": 48.6, "fmax_ev_per_a": 4.498, "homo_lumo_gap_ev": 9.97, "e_lumo_ha": -0.0325, "homo_energy_ev": -10.85, "spin_multiplicity": 1, "species": ["C", "C", "O", "O", "F", "F", "S", "H", "H"], "xyz": [[0.2419, 0.9082, -1.1845], [0.2303, -0.3909, -1.0548], [-1.1483, -1.5119, 1.6138], [1.1737, -0.6594, 1.8799], [0.0614, -1.5537, -1.6033], [-0.7296, 0.9784, 1.4054], [-0.0965, -0.6453, 1.2542], [0.2334, 1.5268, -0.2344], [0.0337, 1.3476, -2.0764]], "forces_ev_per_a": [[-0.048, -0.861, 2.543], [-1.109, -0.413, 4.339], [-0.700, -0.332, 0.352], [0.194, 0.232, 0.684], [0.264, 1.034, -0.328], [0.736, -2.148, 0.336], [0.476, 2.075, -3.616], [0.190, -0.934, -1.602], [-0.003, 1.347, -2.709]], "nbo_charge": [-0.530, 0.431, -0.865, -0.875, -0.260, -0.544, 2.114, 0.299, 0.231]}


3.
{"formula": "C2H2F2O2S", "method": "the ωB97M-V functional and the def2-TZVPD basis", "de_lowest_kcal_mol": 57.1, "fmax_ev_per_a": 9.092, "homo_lumo_gap_ev": 10.65, "e_lumo_ha": 0.0107, "homo_energy_ev": -10.36, "spin_multiplicity": 1, "species": ["C", "C", "O", "O", "F", "F", "S", "H", "H"], "xyz": [[2.1983, -0.1542, -1.3087], [2.4947, -0.7022, -0.2317], [-3.0899, 1.4721, 0.0903], [-1.7188, 0.1658, 1.6230], [2.5563, -1.3425, 0.8503], [-1.0399, 0.3645, -0.8888], [-2.4299, 0.2408, 0.1919], [-1.2069, -0.5672, 1.6801], [2.2361, 0.5229, -2.0065]], "forces_ev_per_a": [[1.382, -4.895, 7.537], [-1.524, 2.478, -4.835], [-0.392, 1.560, 0.371], [-2.300, 4.452, -0.530], [0.196, -0.679, 0.950], [-1.447, -0.017, 1.799], [1.414, -2.085, -1.985], [2.707, -3.897, 0.332], [-0.035, 3.083, -3.639]], "nbo_charge": [-0.372, 0.415, -0.860, -0.858, -0.256, -0.559, 1.784, 0.494, 0.213]}